--- P ---
{
  "formula": "C5H12OS",
  "method": "wB97M-V/def2-TZVPD",
  "charge": 0,
  "e_homo_ev": -8.4,
  "gap_ev": 9.177,
  "smiles": "C1CCSCC1.O",
  "species": ["C", "C", "C", "S", "C", "C", "H", "H", "H", "H", "H", "H", "H", "H", "H", "H", "O", "H", "H"],
  "xyz": [[0.508, -0.668, 1.245], [-0.975, -0.342, 1.001], [-1.582, -0.872, -0.309], [-0.740, 0.090, -1.628], [0.924, -0.595, -1.420], [1.355, -0.123, -0.017], [0.572, -1.760, 1.416], [0.912, -0.163, 2.143], [-1.192, 0.743, 0.958], [-1.522, -0.761, 1.868], [-2.676, -0.706, -0.355], [-1.406, -1.964, -0.345], [1.732, -0.324, -2.127], [0.841, -1.699, -1.412], [2.401, -0.452, 0.133], [1.352, 0.983, -0.060], [-0.235, 2.873, 0.032], [-0.654, 3.443, -0.652], [0.385, 2.297, -0.471]],
  "lowdin_charge": [-0.1730, -0.3108, -0.4504, 0.8366, -0.4849, -0.2679, 0.1090, 0.1098, 0.0880, 0.1065, 0.0814, 0.0843, 0.0877, 0.0772, 0.1017, 0.0708, -0.1088, 0.0556, -0.0129]
}

---

--- Q ---
{
  "formula": "C5H12OS",
  "method": "wB97M-V/def2-TZVPD",
  "charge": 0,
  "e_homo_ev": -8.5,
  "gap_ev": 9.221,
  "smiles": "C1CCSCC1.O",
  "species": ["C", "C", "C", "S", "C", "C", "H", "H", "H", "H", "H", "H", "H", "H", "H", "H", "O", "H", "H"],
  "xyz": [[-1.535, 0.233, -0.643], [-1.392, -1.266, -0.113], [-1.079, -1.317, 1.351], [0.540, -0.586, 1.676], [0.122, 1.106, 1.199], [-0.373, 1.179, -0.268], [-2.434, 0.732, -0.233], [-1.616, 0.248, -1.747], [-0.651, -1.884, -0.654], [-2.399, -1.659, -0.355], [-0.911, -2.373, 1.638], [-1.902, -0.924, 1.978], [1.075, 1.665, 1.259], [-0.608, 1.613, 1.859], [-0.517, 2.252, -0.498], [0.411, 0.792, -0.946], [4.137, 0.254, -2.041], [5.084, 0.147, -2.284], [4.048, -0.213, -1.179]],
  "lowdin_charge": [-0.2084, -0.2694, -0.5293, 0.8371, -0.5070, -0.2782, 0.1060, 0.1067, 0.1097, 0.1056, 0.0705, 0.0922, 0.0699, 0.0830, 0.1100, 0.1035, -0.0928, 0.0460, 0.0448]
}

---

Most favorable structure: Q. The second most favorable one is 5.8 kcal/mol above it.

---

--- P ---
{
  "formula": "C7H10ClN2O",
  "method": "wB97M-V/def2-TZVPD",
  "charge": 1,
  "e_homo_ev": [-13.2, -13.3],
  "gap_ev": [7.679, 7.779],
  "species": ["C", "C", "C", "C", "C", "C", "C", "N", "N", "O", "Cl", "H", "H", "H", "H", "H", "H", "H", "H", "H", "H"],
  "xyz": [[-2.989, 1.585, 0.245], [-2.782, 0.423, -0.267], [-0.382, 0.073, -0.656], [-3.385, -0.833, -0.436], [0.035, 0.349, -1.978], [-0.418, -0.369, 1.739], [1.482, -0.807, 0.323], [-3.104, 2.651, 0.779], [0.133, -0.382, 0.357], [-2.924, -1.859, -0.735], [-5.044, -0.505, 0.160], [-0.177, -0.433, -2.788], [-0.439, 1.265, -2.388], [1.037, 0.450, -1.955], [-0.116, -1.207, 2.372], [0.003, 0.455, 2.319], [-1.490, -0.120, 1.658], [2.097, -0.455, 1.074], [1.467, -1.806, 0.534], [2.037, -0.759, -0.700], [-3.182, 3.685, 0.683]],
  "lowdin_charge": [-0.2069, -0.0788, -0.0091, -0.8500, -0.0095, 0.0483, 0.0014, 0.2589, -0.1218, 0.1063, 0.7306, 0.1625, 0.1237, 0.0383, 0.1179, 0.1133, 0.0909, 0.0925, 0.0867, 0.1564, 0.1481]
}

---

--- Q ---
{
  "formula": "C7H10ClN2O",
  "method": "wB97M-V/def2-TZVPD",
  "charge": 1,
  "e_homo_ev": -11.1,
  "gap_ev": 5.180,
  "species": ["C", "C", "C", "C", "C", "C", "C", "N", "N", "O", "Cl", "H", "H", "H", "H", "H", "H", "H", "H", "H", "H"],
  "xyz": [[1.510, -2.021, 0.589], [1.503, -1.649, -0.795], [0.626, -1.186, 1.230], [-0.918, 1.722, -1.678], [-1.084, 0.538, 0.374], [-0.734, 1.933, -0.267], [0.361, -0.928, -0.953], [-0.187, -0.512, 0.308], [0.576, -1.064, 2.568], [-0.158, -0.142, -1.991], [-1.939, 3.149, 0.221], [2.312, -2.452, 1.187], [2.153, -2.045, -1.650], [-1.825, 1.301, -1.888], [-0.372, 2.271, -2.306], [-1.359, 0.621, 1.421], [-1.986, 0.311, -0.204], [0.226, 2.479, 0.036], [0.954, -1.697, 3.229], [-0.241, -0.739, 3.067], [0.584, 0.110, -2.501]],
  "lowdin_charge": [-0.0216, 0.0040, -0.3220, 0.1553, -0.1552, -0.6593, -0.2471, 0.0273, 0.1494, 0.0933, 0.7527, 0.1246, 0.1524, 0.0938, 0.0913, 0.1356, 0.1362, 0.1482, 0.1051, 0.1063, 0.1298]
}

---

Most favorable structure: Q. The second most favorable one is 39.1 kcal/mol above it.

---

--- P ---
{
  "formula": "C30H44N4OP2SiZr",
  "method": "wB97M-V/def2-TZVPD",
  "charge": 2,
  "e_homo_ev": -13.6,
  "gap_ev": 6.147,
  "species": ["Zr", "C", "C", "C", "C", "C", "C", "C", "C", "C", "H", "H", "H", "H", "H", "H", "H", "H", "H", "H", "H", "H", "H", "H", "H", "P", "P", "N", "N", "N", "N", "C", "C", "C", "C", "C", "C", "C", "C", "C", "C", "C", "C", "C", "C", "C", "C", "C", "C", "H", "H", "H", "H", "H", "H", "H", "H", "H", "H", "H", "H", "H", "H", "H", "H", "H", "H", "H", "H", "C", "Si", "C", "C", "O", "H", "H", "H", "H", "H", "H", "H", "H", "H"],
  "xyz": [[-0.030, 1.605, -0.062], [-2.058, 1.702, -3.926], [-1.982, 0.399, -3.787], [-0.771, -0.431, -4.130], [0.570, 0.355, -3.967], [0.723, 1.119, -2.680], [0.514, 2.466, -2.497], [0.027, 3.276, -3.679], [-1.072, 2.631, -4.580], [0.899, 3.230, 1.202], [-3.028, 2.202, -3.716], [-2.887, -0.185, -3.512], [-0.824, -0.783, -5.174], [-0.751, -1.355, -3.542], [1.386, -0.384, -4.002], [0.738, 0.964, -4.858], [1.285, 0.519, -1.949], [1.064, 3.061, -1.709], [0.871, 3.473, -4.354], [-0.296, 4.279, -3.374], [-1.625, 3.467, -5.035], [-0.610, 2.135, -5.451], [0.087, 3.593, 1.860], [1.398, 4.055, 0.691], [1.599, 2.692, 1.856], [1.537, -0.652, -0.050], [-1.489, -1.763, 1.232], [3.089, 0.082, -0.774], [2.433, -1.663, 1.019], [-2.015, -0.155, 0.525], [-3.076, -2.433, 1.291], [0.545, -1.935, -0.954], [-0.860, -2.371, -0.371], [3.315, 1.473, -0.856], [4.483, 1.702, -1.572], [4.992, 0.416, -1.950], [4.131, -0.549, -1.439], [3.438, -1.199, 1.899], [4.293, -2.229, 2.236], [3.770, -3.429, 1.630], [2.613, -3.061, 0.956], [-2.663, 0.793, 1.283], [-2.656, 2.027, 0.669], [-2.212, 1.821, -0.671], [-1.712, 0.447, -0.712], [-4.028, -2.503, 0.276], [-5.273, -2.769, 0.826], [-5.102, -2.884, 2.252], [-3.751, -2.683, 2.509], [1.095, -2.884, -1.066], [0.410, -1.536, -1.983], [-1.667, -2.291, -1.123], [-0.760, -3.448, -0.134], [2.676, 2.190, -0.325], [4.946, 2.673, -1.762], [5.899, 0.253, -2.493], [4.232, -1.607, -1.344], [3.408, -0.171, 2.232], [5.206, -2.154, 2.832], [4.214, -4.428, 1.673], [1.883, -3.703, 0.486], [-2.962, 0.595, 2.307], [-3.020, 2.955, 1.151], [-2.320, 2.518, -1.508], [-1.489, -0.196, -1.573], [-3.726, -2.431, -0.755], [-6.201, -2.879, 0.292], [-5.886, -3.098, 2.969], [-3.221, -2.781, 3.448], [-1.831, 0.459, 4.189], [-0.071, 0.330, 3.515], [1.028, 1.304, 4.713], [0.394, -1.485, 3.839], [0.126, 0.760, 1.934], [-1.922, 0.211, 5.255], [-2.571, -0.204, 3.724], [-2.158, 1.499, 4.054], [0.867, 1.048, 5.777], [2.083, 1.111, 4.488], [0.850, 2.379, 4.607], [-0.408, -2.166, 3.511], [1.293, -1.763, 3.277], [0.574, -1.632, 4.918]],
  "lowdin_charge": [1.6076, -0.1264, -0.1370, -0.1491, -0.1402, -0.1557, -0.1529, -0.1462, -0.1628, -0.2279, 0.1298, 0.1335, 0.1399, 0.0897, 0.1333, 0.1167, 0.0103, 0.1071, 0.1385, 0.1207, 0.1278, 0.1161, 0.0197, 0.0111, 0.0122, 1.0669, 1.1413, -0.2408, -0.2479, -0.1713, -0.2758, -0.3109, -0.3394, -0.1750, -0.0446, -0.0428, -0.1054, -0.1375, -0.0408, -0.0400, -0.1318, -0.0879, -0.0318, -0.1776, -0.3369, -0.1358, -0.0455, -0.0460, -0.1235, 0.0791, 0.0516, 0.0728, 0.1017, 0.0674, 0.1180, 0.1056, 0.1105, 0.1154, 0.1201, 0.1189, 0.0955, 0.0911, 0.1559, 0.1244, 0.0972, 0.0957, 0.1065, 0.1127, 0.1115, -0.1698, 0.2937, -0.1600, -0.1979, -0.5936, 0.0640, -0.0023, 0.0451, 0.0539, 0.0290, 0.0287, -0.0332, 0.0018, 0.0541]
}

---

--- Q ---
{
  "formula": "C30H44N4OP2SiZr",
  "method": "wB97M-V/def2-TZVPD",
  "charge": 2,
  "e_homo_ev": -13.5,
  "gap_ev": 6.028,
  "species": ["Zr", "C", "C", "C", "C", "C", "C", "C", "C", "C", "H", "H", "H", "H", "H", "H", "H", "H", "H", "H", "H", "H", "H", "H", "H", "P", "P", "N", "N", "N", "N", "C", "C", "C", "C", "C", "C", "C", "C", "C", "C", "C", "C", "C", "C", "C", "C", "C", "C", "H", "H", "H", "H", "H", "H", "H", "H", "H", "H", "H", "H", "H", "H", "H", "H", "H", "H", "H", "H", "C", "Si", "C", "C", "O", "H", "H", "H", "H", "H", "H", "H", "H", "H"],
  "xyz": [[-0.061, 0.977, -2.896], [1.851, 4.075, -5.133], [1.615, 4.779, -4.005], [0.284, 5.403, -3.672], [-0.905, 4.634, -4.213], [-0.877, 3.125, -4.054], [-0.542, 2.172, -4.984], [-0.060, 2.686, -6.317], [0.907, 3.888, -6.284], [-0.569, -1.099, -3.435], [2.876, 3.759, -5.337], [2.474, 5.035, -3.355], [0.249, 6.445, -4.041], [0.197, 5.526, -2.585], [-1.806, 4.993, -3.696], [-1.138, 4.921, -5.243], [-1.461, 2.860, -3.139], [-1.034, 1.174, -5.007], [-0.919, 2.999, -6.938], [0.406, 1.883, -6.894], [1.535, 3.804, -7.178], [0.375, 4.816, -6.515], [0.328, -1.711, -3.290], [-0.952, -1.233, -4.448], [-1.314, -1.414, -2.687], [-1.754, 2.148, -0.987], [1.238, 2.191, 0.710], [-3.267, 2.147, -2.098], [-2.653, 1.826, 0.423], [1.909, 1.821, -0.970], [2.767, 2.739, 1.388], [-0.941, 3.750, -0.510], [0.450, 3.735, 0.233], [-3.403, 1.324, -3.221], [-4.562, 1.637, -3.911], [-5.198, 2.663, -3.157], [-4.407, 2.950, -2.047], [-3.546, 0.721, 0.525], [-4.467, 1.019, 1.512], [-4.104, 2.278, 2.096], [-2.969, 2.722, 1.460], [2.700, 0.730, -1.197], [2.762, 0.433, -2.546], [2.135, 1.500, -3.248], [1.566, 2.341, -2.196], [3.650, 3.688, 0.823], [4.892, 3.528, 1.412], [4.808, 2.473, 2.356], [3.509, 2.006, 2.332], [-1.601, 4.363, 0.121], [-0.834, 4.334, -1.438], [1.207, 4.365, -0.269], [0.247, 4.169, 1.230], [-2.710, 0.541, -3.421], [-4.963, 1.131, -4.772], [-6.173, 3.082, -3.373], [-4.598, 3.543, -1.145], [-3.383, -0.139, -0.104], [-5.315, 0.398, 1.770], [-4.635, 2.793, 2.869], [-2.344, 3.568, 1.676], [3.099, 0.154, -0.408], [3.223, -0.450, -2.949], [2.329, 1.787, -4.283], [1.077, 3.299, -2.268], [3.260, 4.408, 0.129], [5.768, 4.112, 1.156], [5.623, 2.123, 2.970], [3.042, 1.296, 2.961], [1.970, -1.440, 0.802], [0.147, -1.025, 0.407], [-0.783, -2.683, 0.259], [-0.497, -0.190, 2.004], [-0.104, -0.063, -0.929], [2.059, -2.173, 1.613], [2.606, -0.598, 1.108], [2.386, -1.891, -0.101], [-0.561, -3.331, 1.117], [-1.867, -2.536, 0.192], [-0.492, -3.210, -0.656], [0.194, 0.585, 2.366], [-1.445, 0.326, 1.820], [-0.639, -0.978, 2.769]],
  "lowdin_charge": [1.5950, -0.1059, -0.1104, -0.1684, -0.1484, -0.1533, -0.1758, -0.1431, -0.1755, -0.2287, 0.1202, 0.1301, 0.1472, 0.0939, 0.1361, 0.1253, 0.0180, 0.1076, 0.1467, 0.1224, 0.1273, 0.1179, 0.0225, 0.0154, 0.0211, 1.0717, 1.1507, -0.2369, -0.2659, -0.1547, -0.2552, -0.3130, -0.3473, -0.1897, -0.0440, -0.0541, -0.1021, -0.1125, -0.0355, -0.0395, -0.1232, -0.0892, -0.0117, -0.1896, -0.3157, -0.1238, -0.0617, -0.0565, -0.1278, 0.0781, 0.0487, 0.0769, 0.1044, 0.0612, 0.1111, 0.1117, 0.1228, 0.1142, 0.1158, 0.1093, 0.0965, 0.0853, 0.1360, 0.1215, 0.0807, 0.0902, 0.1118, 0.1126, 0.1009, -0.1662, 0.3234, -0.1589, -0.1982, -0.6026, 0.0568, -0.0001, 0.0350, 0.0447, 0.0270, 0.0279, -0.0358, -0.0064, 0.0539]
}

---

Most favorable structure: Q. The second most favorable one is 3.4 kcal/mol above it.